Density functional theory data (ωB97M-V/def2-TZVPD) for an isolated ion of composition C8H18NS and charge +1.

Results
net charge: +1
lowest unoccupied orbital energy: -4.79 eV
ΔE to the lowest compared entry with this formula, charge and spin: 24.81 kcal/mol
orbital gap: 8.93 eV
E_tot: -768.22984 a.u.

Element x y z (Å)
C1 0.039 1.603 -0.247
C2 0.869 0.556 -0.962
C3 -1.518 1.387 -0.585
C4 1.051 -0.705 -0.045
C5 -2.198 0.239 0.105
C6 1.873 -0.323 1.204
C7 1.818 -1.772 -0.845
C8 -2.593 0.341 1.551
N1 -0.338 -1.136 0.304
S1 -3.162 -0.896 -0.662
H1 0.115 1.735 0.825
H2 0.443 2.664 -0.655
H3 0.291 0.318 -1.796
H4 1.866 0.939 -1.392
H5 -2.076 2.431 -0.176
H6 -1.676 1.376 -1.724
H7 1.373 0.092 2.140
H8 2.611 0.394 0.773
H9 2.415 -1.189 1.457
H10 1.976 -2.605 -0.102
H11 2.796 -1.347 -1.103
H12 1.100 -2.024 -1.639
H13 -1.599 0.443 2.100
H14 -3.289 -0.481 1.836
H15 -3.172 1.264 1.702
H16 -0.731 -1.811 -0.410
H17 -0.393 -1.580 1.109
H18 -2.610 -1.014 -1.832

Cartesian forces (eV/Å) of the 3 atoms listed first:
C -0.424 2.893 -1.666
C 1.719 -0.048 1.749
C -0.081 3.220 -0.209

=====

Density functional theory data (ωB97M-V/def2-TZVPD) for C8H18O as an isolated structure.

Results
net charge: 0
lowest unoccupied orbital energy: 0.95 eV
ΔE to the lowest compared entry with this formula, charge and spin: 81.11 kcal/mol
orbital gap: 8.95 eV
E_tot: -390.72643 a.u.

Element x y z (Å)
C1 0.541 -0.278 0.584
C2 0.392 0.446 -0.636
C3 -1.302 -0.770 0.460
C4 2.995 -0.355 -1.164
C5 0.809 0.390 1.905
C6 -0.150 1.839 -0.755
C7 -2.361 0.256 0.812
C8 -1.653 -1.632 -0.738
O1 2.252 0.677 -0.599
H1 1.000 -1.258 0.475
H2 0.324 -0.144 -1.545
H3 -1.171 -1.425 1.326
H4 3.532 -0.013 -2.063
H5 3.750 -0.747 -0.464
H6 2.378 -1.223 -1.484
H7 0.600 -0.289 2.736
H8 1.865 0.664 1.941
H9 0.221 1.298 2.042
H10 0.582 2.430 -1.310
H11 -1.081 1.860 -1.324
H12 -0.292 2.339 0.203
H13 -0.826 -2.295 -1.011
H14 -3.287 -0.254 1.106
H15 -2.624 0.900 -0.028
H16 -2.068 0.880 1.659
H17 -2.519 -2.266 -0.515
H18 -1.908 -1.028 -1.613

Cartesian forces (eV/Å) of the 3 atoms listed first:
C -5.010 -0.998 0.016
C 4.624 0.935 -0.387
C 1.896 -0.599 1.685

=====

Density functional theory data (ωB97M-V/def2-TZVPD) for C8H18O2 as an isolated structure.

Results
net charge: 0
lowest unoccupied orbital energy: 0.69 eV
ΔE to the lowest compared entry with this formula, charge and spin: 128.83 kcal/mol
orbital gap: 8.36 eV
E_tot: -465.91193 a.u.

Element x y z (Å)
C1 1.470 0.943 1.142
C2 -0.963 -0.628 1.478
C3 0.655 2.178 0.987
C4 2.100 0.289 0.088
C5 -2.240 -0.050 0.892
O1 1.737 0.650 2.438
H1 2.326 -0.111 2.495
H2 -0.617 -0.052 2.332
H3 -1.129 -1.646 1.836
H4 3.005 -0.263 0.330
H5 0.325 2.291 -0.042
H6 1.262 3.049 1.258
H7 -0.205 2.156 1.659
H8 1.245 -0.730 -0.423
H9 2.222 0.872 -0.817
H10 -2.536 -0.597 -0.008
H11 -3.078 -0.109 1.591
H12 -2.120 1.004 0.627
C6 -0.568 -0.376 -2.723
C7 -0.204 -1.653 -2.017
C8 0.344 -1.728 -0.806
O2 -0.466 0.793 -1.926
H13 -1.009 0.659 -1.141
H14 0.106 -0.219 -3.572
H15 -1.583 -0.467 -3.140
H16 -0.479 -2.552 -2.566
H17 0.618 -2.707 -0.424
H18 -0.219 -0.995 0.455

Cartesian forces (eV/Å) of the 3 atoms listed first:
C 1.433 -0.292 -0.820
C 0.628 -1.339 -1.868
C -0.158 -0.113 0.122

=====

Density functional theory data (ωB97M-V/def2-TZVPD) for C8H19CeI2O3P2 as an isolated structure.

Results
net charge: +2
lowest unoccupied orbital energy (spin up / spin down): -9.15 / -12.07 eV
<S²>: 0.795
ΔE to the lowest compared entry with this formula, charge and spin: 72.65 kcal/mol
orbital gap (spin up / spin down): 6.56 / 3.63 eV
multiplicity: 2
E_tot: -2294.54568 a.u.

Element x y z (Å)
I1 -0.005 -0.839 -3.155
I2 -0.022 3.743 -1.148
Ce1 0.004 0.900 -0.601
P1 -2.635 0.172 -0.185
C1 -3.475 0.012 -1.805
C2 -3.148 -1.324 0.709
H1 -4.188 -1.205 1.048
H2 -4.383 1.171 1.116
H3 -2.510 -1.523 1.590
H4 -2.784 1.880 1.517
H5 -3.196 -0.932 -2.288
H6 -3.084 -2.184 0.023
C3 -3.434 1.534 0.699
H7 -4.548 0.029 -1.602
H8 -3.605 2.391 0.032
H9 -3.189 0.828 -2.482
P2 2.641 0.157 -0.176
C4 3.486 -0.007 -1.793
C5 3.441 1.514 0.715
H10 2.494 -1.540 1.596
H11 4.178 -1.233 1.063
H12 3.071 -2.203 0.030
C6 3.138 -1.344 0.719
H13 2.789 1.862 1.531
H14 4.387 1.146 1.136
H15 4.559 0.005 -1.585
H16 3.208 0.812 -2.470
H17 3.620 2.371 0.050
H18 3.204 -0.949 -2.277
C7 0.000 -1.897 -0.516
O1 -0.001 -3.035 -0.329
O2 -0.007 -0.476 3.406
C8 -0.003 -0.087 2.253
O3 -0.001 1.123 1.735
H19 -0.001 -0.873 1.445

Cartesian forces (eV/Å) of the 3 atoms listed first:
I 0.010 1.141 0.404
I -0.012 1.718 -0.362
Ce 0.016 -2.665 1.228

=====

Density functional theory data (ωB97M-V/def2-TZVPD) for a 5-piece molecular cluster, C8H19Cl8NO overall.

Results
net charge: 0
lowest unoccupied orbital energy: 0.41 eV
SMILES: COC[C@H](C)N.ClCCl.ClCCl.ClCCl.ClCCl
orbital gap: 9.69 eV
E_tot: -4127.68183 a.u.

Element x y z (Å)
C1 -0.719 5.379 0.761
C2 0.610 4.589 0.816
C3 0.486 3.240 0.053
O1 0.144 3.484 -1.362
C4 -0.199 2.286 -2.028
N1 1.704 5.430 0.317
H1 -1.377 5.134 1.595
H2 -1.194 5.191 -0.202
H3 -0.493 6.440 0.864
H4 0.687 4.334 1.873
H5 -0.094 2.428 0.492
H6 1.532 2.934 0.058
H7 -1.193 1.931 -1.758
H8 0.588 1.554 -1.847
H9 -0.377 2.422 -3.095
H10 1.560 5.565 -0.674
H11 2.562 4.897 0.292
C5 2.455 -0.792 2.705
Cl1 2.526 0.732 1.764
Cl2 3.949 -1.703 2.555
H12 2.262 -0.622 3.764
H13 1.645 -1.372 2.262
C6 0.597 -6.865 -2.801
Cl3 -0.910 -7.332 -3.576
Cl4 0.397 -5.272 -1.863
H14 0.781 -7.612 -2.029
H15 1.360 -6.806 -3.577
C7 -3.163 -4.248 1.803
Cl5 -3.387 -4.410 0.055
Cl6 -1.503 -3.752 2.212
H16 -3.721 -3.396 2.189
H17 -3.427 -5.181 2.301
C8 -0.890 -1.873 -0.728
Cl7 -0.341 -0.537 0.372
Cl8 -0.625 -1.424 -2.498
H18 -0.275 -2.747 -0.513
H19 -1.955 -2.024 -0.555

Cartesian forces (eV/Å) of the 3 atoms listed first:
C 0.547 0.160 -0.219
C -1.899 -0.235 -0.317
C 1.206 1.038 -1.342

=====

Density functional theory data (ωB97M-V/def2-TZVPD) for C8H19ClHoI2O2P as an isolated structure.

Results
net charge: +2
lowest unoccupied orbital energy (spin up / spin down): -8.33 / -8.24 eV
<S²>: 6.005
ΔE to the lowest compared entry with this formula, charge and spin: 4.29 kcal/mol
orbital gap (spin up / spin down): 6.72 / 6.82 eV
multiplicity: 5
E_tot: -2811.14306 a.u.

Element x y z (Å)
I1 1.966 -4.560 -1.494
I2 -0.703 -4.708 -0.825
Ho1 0.365 -0.234 0.149
P1 -0.006 0.568 -2.351
C1 -1.611 0.757 -3.171
C2 0.912 2.136 -2.660
H1 1.923 -0.824 -2.895
H2 0.996 -0.349 -4.383
H3 0.403 -1.660 -3.254
C3 0.921 -0.690 -3.334
H4 1.912 2.065 -2.201
H5 0.991 2.314 -3.749
H6 -1.456 1.018 -4.244
H7 -2.175 1.547 -2.646
H8 0.368 2.957 -2.169
H9 -2.165 -0.192 -3.068
C4 -2.205 -0.024 0.007
O1 -3.345 -0.050 0.124
Cl1 2.826 0.056 -0.102
C5 -0.648 0.891 4.081
C6 0.334 0.722 2.959
O2 -0.054 -0.515 2.237
C7 0.653 -1.818 2.457
C8 2.022 -1.697 3.108
H10 -1.674 0.930 3.698
H11 -0.435 1.811 4.633
H12 -0.574 0.040 4.764
H13 0.218 1.554 2.206
H14 1.397 0.687 3.280
H15 -0.061 -2.416 3.010
H16 0.756 -2.300 1.441
H17 1.926 -1.279 4.120
H18 2.436 -2.716 3.176
H19 2.713 -1.091 2.512

Cartesian forces (eV/Å) of the 3 atoms listed first:
I -0.968 0.074 0.291
I 0.972 0.345 -0.180
Ho 2.148 -0.734 0.042

=====

Number 1: strongest force on any atom 6.27 eV Å⁻¹. Number 2: strongest force on any atom 5.11 eV Å⁻¹. Number 3: strongest force on any atom 3.37 eV Å⁻¹. Number 4: strongest force on any atom 3.46 eV Å⁻¹. Number 5: strongest force on any atom 2.08 eV Å⁻¹. Number 6: strongest force on any atom 4.71 eV Å⁻¹.